A cluster of 14 separate species, C50H139N11O14 in total in a non-equilibrium geometry, computed with wB97M-V/def2-TZVPD.

Kohn-Sham gap	8.34	eV
highest occupied orbital energy	-0.2941	hartree
ΔE to the lowest compared entry with this formula, charge and spin	83.64	kcal per mole
LUMO level	0.0125	Ha
total charge	0

CARTESIAN COORDINATES (ANGSTROEM)
C 4.89672 3.40967 1.75016
C 3.73779 3.40624 0.71447
C 2.78424 4.67157 0.81069
O 1.87983 4.60084 1.90165
C 1.34208 5.90156 2.21284
N 4.35602 3.40416 -0.60727
H 4.58917 3.32074 2.79208
H 5.44144 4.35363 1.73239
H 5.55946 2.54501 1.71503
H 3.14336 2.49954 0.82695
H 2.17485 4.70180 -0.09254
H 3.47627 5.51205 0.86363
H 0.71045 6.27445 1.40656
H 2.13412 6.64022 2.33588
H 0.70394 5.78122 3.08829
H 3.56742 3.38083 -1.23789
H 4.67414 2.46799 -0.81338
C 0.89461 3.02447 9.72402
C -0.14746 2.76572 8.60414
C 0.30499 1.58193 7.67570
O -0.66141 1.20126 6.77845
C -0.24330 0.01606 6.05165
N -1.40685 2.49115 9.17679
H 0.81480 4.02555 10.14778
H 1.88058 3.04348 9.25969
H 0.88983 2.34344 10.57507
H -0.21052 3.69071 8.03096
H 0.56842 0.73033 8.30298
H 1.18826 1.90300 7.12357
H -0.19639 -0.87117 6.68309
H 0.70629 0.25989 5.57527
H -0.95128 -0.18480 5.24759
H -1.92741 2.38853 8.31738
H -1.46922 1.54676 9.52940
C -3.81189 1.64554 -1.31262
C -3.71662 1.40715 0.21511
C -3.46350 2.70788 1.03558
O -4.48891 3.63638 0.93004
C -4.36029 4.77790 1.87391
N -4.88996 0.67071 0.56933
H -3.98524 0.71599 -1.85483
H -2.93332 2.00622 -1.84752
H -4.62780 2.30058 -1.61810
H -2.93820 0.67521 0.43057
H -2.56001 3.19109 0.66368
H -3.32206 2.41098 2.07478
H -4.58126 4.41562 2.87792
H -5.05515 5.59719 1.68943
H -3.34694 5.17888 1.89468
H -5.50977 1.43701 0.79007
H -4.78392 0.36435 1.52588
C 4.21266 2.65165 -4.02647
C 2.87285 1.85958 -3.80472
C 2.92441 0.36043 -4.22809
O 2.49132 0.12480 -5.58189
C 2.34783 -1.25649 -5.86902
N 2.48739 2.02417 -2.40865
H 4.08916 3.73273 -4.09067
H 4.68469 2.34569 -4.96010
H 4.87776 2.52876 -3.17168
H 2.06830 2.36029 -4.34330
H 2.36197 -0.21368 -3.49177
H 3.89995 -0.11877 -4.14567
H 3.08827 -2.00197 -5.57902
H 2.18580 -1.53781 -6.90955
H 1.51213 -1.61139 -5.26591
H 1.51857 1.74712 -2.33993
H 2.99088 1.33152 -1.87307
C -5.98180 1.69573 6.76278
C -4.93578 2.52796 7.44582
C -4.53013 3.72497 6.63375
O -4.06001 3.40885 5.31599
C -2.78474 2.86008 5.15500
N -5.59432 2.90244 8.68694
H -6.63513 2.46337 6.34806
H -6.47718 1.03023 7.46975
H -5.62380 1.23564 5.84178
H -4.00596 1.99862 7.65397
H -3.68056 4.20126 7.12311
H -5.28028 4.50169 6.48514
H -2.15537 3.13503 6.00141
H -2.19580 3.20256 4.30415
H -2.90390 1.77685 5.13243
H -6.06210 2.10762 9.09870
H -4.94056 3.24248 9.37764
C 2.36574 -4.47115 1.53222
C 3.82294 -4.97799 1.30299
C 4.08536 -5.64745 -0.09621
O 3.33694 -6.87814 -0.11050
C 3.44541 -7.58928 -1.27335
N 4.72573 -3.87177 1.53511
H 1.63591 -5.27810 1.46677
H 2.09356 -3.68045 0.83307
H 2.23002 -4.04572 2.52655
H 4.09972 -5.68879 2.08161
H 5.14712 -5.89188 -0.06444
H 3.99209 -5.05867 -1.00876
H 2.81058 -7.23631 -2.08606
H 3.08955 -8.61927 -1.24922
H 4.48058 -7.68711 -1.60038
H 4.82580 -3.89165 2.53994
H 5.62949 -4.05821 1.12456
C -3.83385 4.58554 -3.37815
C -2.60426 4.98550 -4.27396
C -1.62972 3.86397 -4.31968
O -1.05832 3.62534 -3.03605
C -0.02362 4.51345 -2.66196
N -3.06386 5.38356 -5.62430
H -3.56873 4.32818 -2.35269
H -4.25419 3.69322 -3.84202
H -4.61144 5.33931 -3.25452
H -2.17964 5.86990 -3.79893
H -0.85576 4.18534 -5.01668
H -2.11857 3.01235 -4.79282
H 0.63164 4.80217 -3.48377
H 0.61945 4.02000 -1.93321
H -0.47703 5.43215 -2.28980
H -3.55940 4.64420 -6.10168
H -2.27238 5.50083 -6.24066
C -0.97946 0.38937 -5.57675
C -1.85267 -0.15734 -4.43946
C -3.23140 -0.59291 -4.92458
O -3.96613 0.38393 -5.61412
C -5.41128 0.24662 -5.61962
N -1.17724 -1.30018 -3.79156
H -1.56413 0.92572 -6.32413
H -0.48648 -0.43321 -6.09484
H -0.19980 1.02849 -5.16230
H -2.12375 0.58303 -3.68681
H -3.82011 -0.96799 -4.08742
H -3.13427 -1.47825 -5.55295
H -5.85990 0.29727 -4.62751
H -5.62683 -0.75866 -5.98162
H -5.87827 0.93600 -6.32301
H -1.17588 -2.11429 -4.38932
H -1.62988 -1.68351 -2.97408
C 0.67693 -0.82532 -0.67104
C -0.12885 0.50140 -0.78794
C 0.22313 1.52332 0.26054
O -0.26576 1.07938 1.57408
C 0.18952 1.91396 2.60587
N 0.07753 0.90562 -2.15729
H 1.75266 -0.65619 -0.62309
H 0.56530 -1.45619 -1.55288
H 0.34508 -1.42519 0.17639
H -1.18782 0.24973 -0.73012
H -0.04430 2.55677 0.04019
H 1.30049 1.66340 0.34873
H 1.27174 2.03763 2.56607
H -0.07565 1.51816 3.58624
H -0.17477 2.94064 2.64226
H -0.33977 0.20196 -2.74959
H -0.45987 1.74079 -2.34114
C -2.72940 -4.06367 -0.06821
C -2.30865 -3.43764 -1.45421
C -2.85333 -4.17831 -2.65820
O -2.33750 -5.54299 -2.59586
C -2.83047 -6.48615 -3.55324
N -2.74079 -2.02646 -1.40907
H -2.32633 -5.04177 0.19438
H -3.80972 -4.14068 0.05462
H -2.35074 -3.47741 0.76907
H -1.23021 -3.38709 -1.60418
H -2.61935 -3.61530 -3.56173
H -3.93735 -4.08043 -2.71675
H -2.21927 -7.38582 -3.48166
H -2.87115 -5.99974 -4.52784
H -3.82867 -6.82418 -3.27494
H -3.71239 -1.97859 -1.13743
H -2.22172 -1.62890 -0.63925
C 1.19134 -7.75700 -4.57918
C 0.72018 -6.33098 -4.94391
C 1.65256 -5.13519 -4.65947
O 2.02265 -5.02062 -3.29337
C 1.07796 -4.50973 -2.32047
N 0.37720 -6.40450 -6.40516
H 0.52699 -8.56463 -4.88654
H 1.42520 -7.83474 -3.51740
H 2.14375 -7.98188 -5.05924
H -0.22014 -6.11940 -4.43487
H 1.37708 -4.14753 -5.02924
H 2.57370 -5.39705 -5.18008
H 0.25784 -5.21689 -2.19627
H 0.69470 -3.50976 -2.52363
H 1.61101 -4.49244 -1.36986
H -0.16699 -5.58421 -6.63119
H -0.28756 -7.15347 -6.53646
C 4.49048 -0.41858 2.62070
C 3.35985 -1.00989 1.81196
O 3.78884 -1.53614 0.63478
H 5.06046 0.26161 1.98781
H 5.18505 -1.19019 2.95281
H 4.02321 0.19583 3.39029
H 2.59869 -0.28058 1.53478
H 2.86940 -1.77431 2.41464
H 4.10067 -2.40927 0.88376
C -0.73651 -3.25044 3.81571
C -0.10537 -2.15080 3.03083
O -1.13158 -1.19337 2.75343
H -1.12030 -2.85027 4.75415
H -0.06247 -4.06900 4.06815
H -1.52420 -3.68470 3.20003
H 0.10020 -2.59809 2.05833
H 0.74298 -1.66910 3.51700
H -0.82558 -0.42029 2.27352
C 7.04779 0.95348 -0.59656
C 6.10266 0.40737 -1.68224
O 4.78088 0.57358 -1.17933
H 6.92263 1.99599 -0.30393
H 8.07217 0.74202 -0.90319
H 6.88616 0.34345 0.29217
H 6.26918 -0.64807 -1.89764
H 6.27630 0.99053 -2.58661
H 4.61564 -0.15214 -0.57301

Cartesian forces (eV/Å) of the 2 atoms listed first:
C -0.89 0.12 0.88
C 0.56 0.46 0.66

A structure of composition C7H12OSi in a non-equilibrium geometry, computed with wB97M-V/def2-TZVPD.

Kohn-Sham gap	8.66	eV
highest occupied orbital energy	-0.3113	hartree
ΔE to the lowest compared entry with this formula, charge and spin	124.58	kcal per mole
LUMO level	0.0070	Ha
total charge	0

CARTESIAN COORDINATES (ANGSTROEM)
C 0.60087 -2.58187 1.34297
C 0.24438 -1.60371 0.71339
C 1.51926 1.27652 -0.06519
C 0.45603 2.22796 0.51063
C 0.79810 0.21263 -0.96108
C -0.58874 1.37555 1.17933
C -0.21448 -0.57243 -0.13978
O -1.15838 0.32842 0.49861
Si -1.81439 -1.81365 -1.47347
H 0.77395 -3.36890 1.91617
H 2.26607 1.82976 -0.80865
H 2.12324 0.75895 0.62079
H 0.93331 2.80495 1.35493
H -0.00934 2.75875 -0.37539
H 0.38267 0.66843 -1.78807
H 1.40889 -0.58956 -1.29470
H -0.01602 0.93442 2.03465
H -1.43559 2.00188 1.45693
H -1.95976 -1.91244 -2.92555
H -3.02337 -1.65166 -0.74728
H -1.28669 -3.08401 -1.04925

Cartesian forces (eV/Å) of the 2 atoms listed first:
C -1.37 4.23 -2.68
C 0.90 -1.74 1.12

The molecule C5H6N2 in a non-equilibrium geometry, computed with wB97M-V/def2-TZVPD.

structure (SMILES)	N#C[C@H]1[C@H]2CCN21
Kohn-Sham gap	10.58	eV
highest occupied orbital energy	-0.3570	hartree
ΔE to the lowest compared entry with this formula, charge and spin	64.63	kcal per mole
LUMO level	0.0316	Ha
total charge	0

CARTESIAN COORDINATES (ANGSTROEM)
N 2.40913 0.06635 1.63049
C 1.87255 0.14049 0.61184
C 1.19949 0.23203 -0.63794
C -0.03849 -0.39997 -0.94120
C -0.87962 -0.81467 0.24727
C -1.07266 0.68257 0.48759
N -0.19661 1.04651 -0.65304
H 1.83616 0.39740 -1.49670
H -0.15562 -0.77010 -1.94022
H -1.77773 -1.34117 -0.05595
H -0.36799 -1.37327 1.03153
H -2.07827 1.05294 0.27950
H -0.75036 1.08089 1.43682

Cartesian forces (eV/Å) of the 2 atoms listed first:
N -0.29 0.07 -0.49
C 0.42 -0.34 0.96

A cluster of 2 separate species, C9H10Si in total in a non-equilibrium geometry, computed with wB97M-V/def2-TZVPD.

Kohn-Sham gap (alpha / beta)	7.34 / 7.34	eV
highest occupied orbital energy (alpha / beta)	-0.2806 / -0.2804	hartree
ΔE to the lowest compared entry with this formula, charge and spin	145.08	kcal per mole
LUMO level (alpha / beta)	-0.0108 / -0.0105	Ha
total charge	0

CARTESIAN COORDINATES (ANGSTROEM)
C -2.62177 2.58307 -1.40616
C -1.29594 -2.04281 -2.83858
C -1.95455 -0.69485 2.23182
C -2.16106 1.55322 -0.96419
C -1.48059 -1.38316 -1.88132
C -1.71035 -0.47082 1.07083
C 2.03214 -1.07783 1.01098
C 1.83903 0.47657 1.13592
C 1.40324 1.06330 -0.15539
Si -1.27235 0.00222 -0.65983
H -2.99990 3.32634 -2.01268
H -0.95688 -2.65469 -3.70533
H -2.37961 -1.03663 3.15781
H 2.46815 -1.35964 0.04057
H 2.83927 -1.35510 1.66541
H 1.16930 -1.63222 1.14078
H 1.31739 0.86528 2.01404
H 2.80401 0.91601 1.23468
H 1.83618 0.81377 -1.11783
H 1.12429 2.10796 0.03848

Cartesian forces (eV/Å) of the 2 atoms listed first:
C 0.83 -2.00 0.52
C 1.35 -2.85 -3.85

Number 1: E -99151.1827 eV. Number 2: E -17373.6548 eV. Number 3: E -8259.5559 eV. Number 4: E -17364.7484 eV.